A 3-piece molecular cluster, C22H24BrFO8S overall at a distorted geometry, computed with ωB97M-V/def2-TZVPD.

Element x y z (Å)
Br1 1.61 1.40 1.36
S1 0.00 1.71 -4.65
F1 -0.93 6.86 -1.66
O1 -0.49 0.27 -4.93
O2 -0.33 -5.02 0.02
O3 -4.71 -4.82 3.02
O4 4.98 -5.32 1.69
O5 1.33 1.94 -3.57
O6 0.97 -1.88 2.32
O7 -1.18 2.27 -3.53
O8 0.21 2.70 -5.82
C1 1.86 -3.70 1.11
C2 -3.03 2.47 -0.92
C3 4.06 -4.53 1.83
C4 -2.40 -5.25 2.90
C5 -0.96 4.46 -2.51
C6 -3.85 1.64 0.04
C7 -0.66 5.44 -1.23
C8 -3.74 -4.53 0.89
C9 -2.64 -4.58 0.14
C10 2.87 -4.56 0.95
C11 0.91 2.34 -2.20
C12 -1.46 2.02 -1.13
C13 4.09 -3.50 2.89
C14 2.00 3.06 -1.20
C15 -3.70 -4.86 2.33
C16 -1.30 -5.30 2.15
C17 -0.64 2.87 -2.26
C18 -1.34 -4.97 0.71
C19 3.08 -2.64 3.05
C20 1.54 3.16 0.37
C21 2.57 4.20 1.16
C22 1.89 -2.67 2.17
H1 0.77 1.27 -1.69
H2 0.47 5.41 -0.88
H3 2.14 4.34 2.25
H4 -4.71 -4.25 0.49
H5 -4.23 2.02 1.08
H6 -2.09 4.64 -2.84
H7 -1.48 0.89 -1.50
H8 2.86 -5.33 0.18
H9 0.47 3.59 0.54
H10 2.71 5.20 0.57
H11 -2.65 -4.34 -0.92
H12 -0.33 -5.59 2.55
H13 0.98 -3.72 0.48
H14 -0.96 2.00 -0.07
H15 3.62 3.67 1.22
H16 2.99 2.40 -1.22
H17 -1.34 5.17 -0.30
H18 -4.08 0.50 -0.22
H19 2.32 4.12 -1.56
H20 4.97 -3.48 3.52
H21 -0.30 4.84 -3.42
H22 -2.39 -5.49 3.96
H23 3.09 -1.88 3.82
H24 -3.44 3.38 -1.53

HOMO level = -8.31 eV
largest force on an atom = 6.32 eV/A
HOMO-LUMO gap = 6.396 eV
structure (SMILES) = C=CC[C@]1(CCF)OS(=O)(=O)O[C@H]1C[C@H](C)Br.O=C1C=CC(=O)C=C1.O=C1C=CC(=O)C=C1
LUMO level = -1.91 eV